Entry 1:
16
Properties=species:S:1:pos:R:3:mulliken_charge:R:1 method="wB97M-V/def2-TZVPD" s2=0.7550 relative_energy_kcal_mol=49.38 lumo_energy_ev="1.02 / -1.84" homo_lumo_gap_ev="9.807 / 6.954" spin_multiplicity=2 charge=0
O -2.498 -1.050 -0.015 -0.37
N 0.396 -0.679 -0.030 -0.37
C 0.469 0.676 -0.628 -0.22
C 1.787 0.778 -1.445 -1.06
C -0.446 -0.799 1.212 -0.74
C -1.918 -0.401 1.066 -0.14
H 0.282 1.624 0.041 0.27
H -0.267 -1.820 1.330 0.43
H 0.161 -1.441 -0.590 0.26
H 1.629 1.591 -2.224 0.30
H -1.782 0.686 1.121 0.25
H 2.741 0.976 -0.874 0.28
H -0.398 0.711 -1.324 0.28
H -2.285 -0.492 2.166 0.27
H 0.072 -0.107 2.046 0.28
H 2.056 -0.253 -1.852 0.28


Entry 2:
8
Properties=species:S:1:pos:R:3:mulliken_charge:R:1 method="wB97M-V/def2-TZVPD" relative_energy_kcal_mol=153.18 lumo_energy_ev="-1.01 / -0.72" homo_lumo_gap_ev="9.378 / 7.585" charge=0
Cl -2.070 -1.074 -0.601 -0.18
Cl -0.571 1.712 -1.671 -0.16
Si -0.372 -0.025 -0.714 0.39
F -0.265 1.233 1.664 -0.26
C 0.392 0.189 1.037 -0.27
H 0.237 -0.697 1.660 0.24
H 1.451 0.452 1.034 0.26
H 1.199 -1.790 -2.410 -0.03


Entry 3:
16
Properties=species:S:1:pos:R:3:mulliken_charge:R:1 method="wB97M-V/def2-TZVPD" relative_energy_kcal_mol=59.86 lumo_energy_ev=1.09 homo_lumo_gap_ev=10.266 smiles="C=CCCOC" charge=0
O -1.357 -0.874 1.261 -0.34
C 0.948 -0.345 -0.118 -0.70
C -0.489 0.061 0.688 -0.55
C 1.838 2.013 -0.372 -0.71
C 1.329 0.894 -0.896 -0.04
C -2.152 -1.539 0.297 -0.64
H -1.515 -2.144 -0.360 0.25
H 2.121 2.091 0.678 0.24
H 1.799 -0.604 0.558 0.32
H 1.065 0.894 -1.952 0.30
H 0.234 0.443 1.352 0.37
H 0.759 -1.210 -0.736 0.33
H -2.732 -0.835 -0.322 0.31
H -2.853 -2.200 0.818 0.24
H 1.983 2.913 -0.968 0.26
H -1.056 0.718 0.018 0.37


Entry 4:
12
Properties=species:S:1:pos:R:3:mulliken_charge:R:1 method="wB97M-V/def2-TZVPD" s2=2.0189 relative_energy_kcal_mol=127.04 lumo_energy_ev="0.95 / -2.59" homo_lumo_gap_ev="6.667 / 6.734" spin_multiplicity=3 charge=0
N 0.375 -0.699 0.187 0.50
N -1.743 -0.393 -2.607 -0.42
N -0.149 0.289 0.701 -0.63
C 0.582 0.835 1.826 -0.68
C 1.433 -1.657 0.091 -0.33
C 0.334 -1.667 -0.729 -0.17
C -1.494 0.680 -2.316 0.13
H 0.268 0.324 2.739 0.28
H 0.331 1.888 1.910 0.27
H 1.662 0.706 1.712 0.31
H -1.257 1.669 -2.028 0.29
H -0.343 -1.976 -1.487 0.46